Density functional theory data (ωB97M-V/def2-TZVPD) for C20H16ClO5PdS4 as an isolated structure at a distorted geometry.

The HOMO energy is -5.98 eV. The charge is -1. The energy above the lowest of the compared OMol25 structures with the same formula, charge and spin is 109.1 kJ/mol. The calculation puts the HOMO-LUMO gap at 7.3 eV. As for the lowest unoccupied orbital energy: 0.04987 Ha.

Geometry (Å):
Pd1 -0.336 -0.985 -0.957
Cl1 1.914 -1.152 -0.624
S1 -1.692 3.334 -0.637
S2 2.311 2.275 -0.862
S3 -2.149 -2.689 -1.493
S4 -2.126 0.919 -3.955
O1 -3.224 -3.281 -2.227
O2 -0.770 -2.946 -2.040
O3 -0.289 1.014 -0.913
O4 -2.107 -2.951 -0.054
O5 -2.214 -1.122 -1.594
C1 -0.543 -0.579 1.085
C2 3.673 2.783 -1.764
C3 -1.901 -0.432 -4.970
C4 -1.830 4.991 -2.575
C5 3.432 2.753 -3.104
C6 0.304 -3.431 3.406
C7 2.059 -1.788 3.485
C8 2.114 2.312 -3.402
C9 1.514 -2.989 3.923
C10 -0.072 1.642 -2.159
C11 1.397 -1.041 2.529
C12 -0.880 2.934 -2.092
C13 1.394 2.015 -2.284
C14 -0.654 -0.962 -4.844
C15 0.137 -0.257 -3.900
C16 -2.249 4.813 -1.291
C17 -0.533 0.787 -3.324
C18 -1.035 3.907 -3.034
C19 -0.367 -2.682 2.452
C20 0.175 -1.474 2.004
H1 -2.705 -0.776 -5.599
H2 2.038 -3.582 4.663
H3 -0.593 3.846 -4.018
H4 -0.316 -1.836 -5.382
H5 -1.296 -3.026 2.027
H6 -2.080 5.854 -3.176
H7 3.005 -1.443 3.885
H8 -2.875 5.468 -0.706
H9 4.170 3.012 -3.850
H10 1.142 -0.530 -3.616
H11 4.591 3.048 -1.264
H12 -1.626 -0.666 1.109
H13 -0.192 0.446 1.110
H14 1.826 -0.118 2.160
H15 -0.119 -4.367 3.746
H16 1.715 2.205 -4.401

***

Density functional theory data (ωB97M-V/def2-TZVPD) for C23H64Be2N5O10 as an isolated structure at a distorted geometry.

The HOMO energy is -15.21 eV. The charge is +3. The calculation puts the HOMO-LUMO gap at 2.9 eV. As for the lowest unoccupied orbital energy: -0.45369 Ha.

Geometry (Å):
O1 -4.416 -11.584 -12.009
O2 -3.936 -13.303 -15.898
O3 -3.983 -9.237 -16.017
O4 -5.757 -11.511 -14.950
O5 -6.554 -15.713 -14.549
O6 -9.792 -10.271 -12.536
O7 -10.899 -5.682 -17.719
O8 -7.776 -10.564 -14.998
O9 -11.530 -7.495 -13.895
O10 -7.540 -12.698 -14.299
N1 -10.447 -8.136 -16.522
N2 -8.845 -8.082 -13.908
N3 -12.380 -10.097 -13.509
N4 -4.876 -7.664 -13.897
N5 -7.221 -15.344 -17.317
C1 -5.197 -5.656 -15.223
C2 -5.000 -12.278 -10.906
C3 -7.090 -11.584 -14.751
C4 -9.328 -7.259 -16.891
C5 -13.280 -9.864 -11.233
C6 -8.644 -11.025 -12.157
C7 -9.401 -7.213 -12.827
C8 -12.697 -6.892 -14.451
C9 -8.323 -6.226 -12.391
C10 -12.059 -9.762 -12.137
C11 -10.879 -10.568 -11.659
C12 -6.293 -16.383 -16.778
C13 -4.016 -7.844 -16.115
C14 -5.582 -15.801 -15.565
C15 -5.330 -16.773 -17.902
C16 -3.221 -13.428 -14.677
C17 -6.180 -15.376 -13.219
C18 -5.117 -7.171 -15.279
C19 -11.624 -5.174 -18.847
C20 -2.940 -9.800 -16.792
C21 -8.076 -8.059 -17.215
C22 -10.664 -6.511 -13.331
C23 -9.768 -6.436 -18.101
Be1 -10.395 -9.760 -14.642
Be2 -8.606 -14.614 -15.330
H1 -7.355 -6.695 -12.224
H2 -8.936 -6.544 -16.165
H3 -3.799 -13.979 -13.924
H4 -7.610 -15.782 -18.154
H5 -8.221 -8.567 -18.176
H6 -5.779 -11.674 -10.434
H7 -9.923 -7.045 -19.001
H8 -8.958 -5.734 -18.333
H9 -7.801 -10.586 -12.691
H10 -6.589 -14.620 -17.669
H11 -4.198 -7.580 -17.169
H12 -12.457 -6.530 -15.451
H13 -5.668 -10.629 -15.379
H14 -5.401 -16.017 -12.804
H15 -2.242 -13.871 -14.819
H16 -4.511 -8.610 -13.975
H17 -8.588 -7.463 -14.662
H18 -6.099 -7.569 -15.543
H19 -10.650 -8.723 -17.335
H20 -3.144 -7.244 -15.821
H21 -13.079 -9.472 -10.235
H22 -5.166 -11.255 -12.512
H23 -11.966 -6.024 -19.441
H24 -13.162 -9.515 -13.813
H25 -6.851 -17.263 -16.454
H26 -9.662 -7.838 -11.972
H27 -11.149 -11.634 -11.678
H28 -4.137 -7.178 -13.397
H29 -5.879 -16.927 -18.830
H30 -8.012 -8.426 -13.434
H31 -10.622 -10.341 -10.623
H32 -8.425 -10.862 -11.100
H33 -1.960 -9.345 -16.634
H34 -8.680 -5.766 -11.465
H35 -6.064 -5.400 -14.619
H36 -11.091 -4.431 -19.441
H37 -4.237 -12.471 -10.156
H38 -12.475 -4.663 -18.398
H39 -8.632 -12.080 -12.421
H40 -12.857 -10.995 -13.627
H41 -13.580 -7.532 -14.415
H42 -13.043 -6.053 -13.840
H43 -7.071 -15.440 -12.594
H44 -11.714 -8.734 -12.038
H45 -10.476 -5.808 -14.155
H46 -5.173 -5.123 -16.172
H47 -7.902 -8.724 -16.371
H48 -3.105 -9.794 -17.874
H49 -5.848 -14.339 -13.119
H50 -4.737 -12.777 -15.792
H51 -13.586 -10.908 -11.133
H52 -4.765 -16.451 -15.240
H53 -4.797 -17.682 -17.621
H54 -14.103 -9.253 -11.604
H55 -8.238 -5.389 -13.088
H56 -11.209 -7.450 -16.598
H57 -3.107 -12.442 -14.217
H58 -7.123 -7.554 -17.370
H59 -4.282 -5.358 -14.701
H60 -2.870 -10.841 -16.489
H61 -4.553 -16.020 -18.049
H62 -5.385 -13.255 -11.217
H63 -5.099 -14.861 -15.864
H64 -11.105 -5.913 -12.527

***

Density functional theory data (ωB97M-V/def2-TZVPD) for C21H23ClInN7O10Se as an isolated structure.

The HOMO energy is -7.80 eV. The energy above the lowest of the compared OMol25 structures with the same formula, charge and spin is 517.5 kJ/mol. The calculation puts the HOMO-LUMO gap at 4.7 eV. As for the lowest unoccupied orbital energy: -0.11359 Ha.

Geometry (Å):
In1 0.139 -0.747 -0.163
Se1 -1.730 1.750 -1.988
Cl1 8.002 -1.942 -2.735
O1 -0.511 4.768 -3.195
O2 5.566 4.643 -2.443
O3 3.146 -4.035 -0.170
O4 -1.044 2.681 -3.451
O5 1.857 -1.591 1.392
O6 0.381 -3.062 0.605
O7 4.057 6.106 -2.930
O8 0.601 0.937 -2.510
O9 4.620 0.080 -2.243
O10 2.641 -0.651 -1.845
N1 -4.032 3.644 -1.576
N2 3.419 0.229 -2.143
N3 -2.345 -0.950 4.109
N4 -2.509 1.093 2.998
N5 -0.146 3.635 -3.135
N6 4.423 4.977 -2.676
N7 -1.116 -0.544 2.131
C1 4.521 -3.723 -1.967
C2 -1.949 -0.169 3.039
C3 6.553 -2.498 -1.946
C4 2.890 1.585 -2.397
C5 -1.978 2.010 2.010
C6 -1.928 -2.340 4.116
C7 2.570 -3.883 1.121
C8 -3.946 1.237 3.206
C9 -3.176 2.898 -1.782
C10 4.273 -3.402 -0.631
C11 5.168 -2.572 0.055
C12 -2.439 -0.357 5.440
C13 1.456 1.817 -2.587
C14 5.646 -3.286 -2.632
C15 6.306 -2.147 -0.639
C16 2.111 4.255 -2.845
C17 3.799 2.582 -2.434
C18 1.523 -2.763 1.055
C19 3.400 3.923 -2.647
C20 5.022 -2.081 1.481
C21 1.136 3.233 -2.860
H1 1.824 5.283 -3.011
H2 -0.894 1.942 1.989
H3 5.284 -2.860 2.201
H4 3.303 -3.697 1.896
H5 -2.276 3.025 2.273
H6 -1.565 -0.632 6.039
H7 7.016 -1.509 -0.125
H8 -4.332 0.413 3.797
H9 -2.479 0.725 5.366
H10 -4.156 2.179 3.714
H11 -2.514 -2.872 4.866
H12 4.845 2.353 -2.291
H13 -2.358 1.786 1.006
H14 -2.124 -2.799 3.149
H15 -0.865 -2.456 4.361
H16 -3.333 -0.713 5.954
H17 5.824 -3.558 -3.664
H18 2.040 -4.812 1.318
H19 5.706 -1.248 1.644
H20 -0.664 -1.424 2.365
H21 -4.471 1.249 2.243
H22 3.788 -4.347 -2.464
H23 4.013 -1.731 1.689

***

Density functional theory data (ωB97M-V/def2-TZVPD) for an isolated ion of composition C5H12Br2N and charge +1 at a distorted geometry.

The HOMO energy is -13.96 eV. The charge is +1. Its SMILES is C[N+](C)(C)CC(Br)Br. The calculation puts the HOMO-LUMO gap at 10.7 eV. As for the lowest unoccupied orbital energy: -0.11905 Ha.

Geometry (Å):
Br1 -4.075 -1.457 0.247
Br2 -3.183 1.646 -0.212
N1 -0.012 0.118 0.209
C1 0.084 0.243 -1.228
C2 -1.369 -0.585 0.478
C3 -2.651 -0.204 -0.467
C4 0.135 1.484 0.760
C5 1.129 -0.713 0.722
H1 0.200 -0.781 -1.857
H2 -0.805 0.845 -1.485
H3 -0.806 2.025 0.335
H4 -2.533 -0.589 -1.455
H5 0.947 -1.137 1.709
H6 2.006 -0.136 0.952
H7 -0.977 -1.635 0.314
H8 1.104 1.985 0.507
H9 0.067 1.397 1.849
H10 1.264 -1.463 -0.009
H11 1.039 0.769 -1.354
H12 -1.729 -0.374 1.477

***

Density functional theory data (ωB97M-V/def2-TZVPD) for C4H8N2O2 in the gas phase at a distorted geometry.

The HOMO energy (spin up / spin down) is -8.43 / -8.43 eV. Its SMILES is CO/C(C)=C(\N)N=O. The energy above the lowest of the compared OMol25 structures with the same formula, charge and spin is 621.2 kJ/mol. The calculation puts the HOMO-LUMO gap (spin up / spin down) at 8.2 / 8.2 eV. As for the lowest unoccupied orbital energy (spin up / spin down): -0.00760 / -0.00773 Ha.

Geometry (Å):
O1 -3.113 -0.793 0.004
O2 1.178 0.710 -0.645
N1 -2.098 -1.008 0.605
N2 0.009 -2.034 -0.341
C1 -1.087 1.707 -0.013
C2 2.176 0.236 0.221
C3 -0.584 -0.851 -0.080
C4 -0.393 0.421 -0.238
H1 -0.991 2.328 -0.908
H2 -0.615 2.242 0.815
H3 -0.296 -2.836 0.198
H4 1.878 0.291 1.280
H5 2.487 -0.794 -0.011
H6 0.529 -2.062 -1.209
H7 -2.152 1.579 0.209
H8 3.072 0.864 0.112

***

Density functional theory data (ωB97M-V/def2-TZVPD) for C17H21N3O3S in the gas phase.

The HOMO energy is -9.11 eV. Its SMILES is C[C@H](NCc1ccc(S(N)(=O)=O)cc1)C(=O)NCc1ccccc1. The energy above the lowest of the compared OMol25 structures with the same formula, charge and spin is 182.2 kJ/mol. The calculation puts the HOMO-LUMO gap at 9.6 eV. As for the lowest unoccupied orbital energy: 0.01717 Ha.

Geometry (Å):
S1 2.631 2.579 -0.229
O1 1.462 3.411 -0.268
O2 1.414 -0.716 -1.496
O3 3.886 3.174 0.121
N1 -0.101 -2.974 0.728
N2 -0.800 -0.712 -1.079
N3 2.820 1.889 -1.735
C1 -4.128 1.455 0.542
C2 -0.331 -3.622 -1.607
C3 -3.252 0.791 -0.299
C4 2.255 1.158 0.788
C5 0.412 -1.288 -1.094
C6 -2.586 3.280 0.696
C7 2.717 -1.128 1.271
C8 -3.794 2.701 1.045
C9 0.434 -2.748 -0.608
C10 -1.705 2.616 -0.141
C11 0.986 1.037 1.314
C12 0.815 -2.682 1.826
C13 -2.029 1.360 -0.639
C14 3.146 0.104 0.815
C15 0.560 -0.195 1.771
C16 -1.076 0.633 -1.551
C17 1.401 -1.301 1.686
H1 3.385 -1.976 1.247
H2 -1.389 -3.371 -1.618
H3 -3.536 -0.172 -0.704
H4 -0.125 1.166 -1.609
H5 -0.450 -0.311 2.140
H6 0.332 1.893 1.307
H7 0.072 -3.488 -2.608
H8 -2.323 4.255 1.078
H9 -1.504 0.575 -2.562
H10 0.254 -2.791 2.757
H11 -0.968 -2.461 0.855
H12 -4.478 3.219 1.701
H13 -5.074 1.001 0.799
H14 -1.599 -1.252 -0.781
H15 4.145 0.243 0.433
H16 -0.763 3.075 -0.407
H17 1.606 -3.436 1.806
H18 3.788 1.668 -1.903
H19 2.239 1.067 -1.868
H20 -0.233 -4.665 -1.321
H21 1.483 -3.060 -0.601